Molecular formula: C36H30AsBrFN3O10PSTl
Method: DFT, ωB97M-V/def2-TZVPD

Output
Total charge = -2
HOMO energy = -3.12 eV
Total energy = -8128.4229 Ha
Frontier orbital gap = 0.261 Ha

Atoms and positions in Å:
Tl -0.947 0.700 -1.161
C -5.837 1.693 -0.149
C -4.655 2.593 -0.236
C -4.686 3.786 -0.950
C -3.550 4.574 -1.038
C -2.412 4.089 -0.420
Br -0.799 5.064 -0.544
N -2.358 2.986 0.281
C -3.459 2.260 0.396
H -6.641 2.166 0.413
H -5.562 0.753 0.327
H -6.189 1.457 -1.152
H -5.600 4.103 -1.434
H -3.542 5.522 -1.556
H -3.401 1.378 1.018
O -3.412 -0.838 1.866
As -3.825 -1.507 0.256
O -5.443 -1.723 0.275
O -3.315 -0.470 -0.901
C -2.950 -3.251 0.359
C -3.786 -4.350 0.487
C -3.261 -5.610 0.712
C -1.889 -5.772 0.825
C -1.055 -4.677 0.676
C -1.586 -3.421 0.445
S -0.431 -2.070 0.159
O -0.930 -0.907 0.915
O 0.844 -2.540 0.656
O -0.469 -1.865 -1.288
H -2.454 -0.756 1.765
H -4.855 -4.181 0.417
H -3.918 -6.466 0.788
H -1.478 -6.753 1.019
H 0.017 -4.753 0.753
C 6.430 1.298 0.114
C 6.221 0.795 -1.160
C 4.961 0.373 -1.541
C 3.895 0.437 -0.648
C 4.110 0.934 0.631
C 5.374 1.363 1.006
P 2.167 -0.013 -1.136
C 2.152 1.292 -2.452
C 1.877 2.581 -1.998
C 1.869 3.655 -2.867
C 2.124 3.455 -4.214
C 2.391 2.179 -4.679
C 2.421 1.106 -3.802
C 2.442 -1.510 -2.147
C 3.384 -2.473 -1.802
C 3.406 -3.705 -2.432
C 2.496 -3.993 -3.434
C 1.552 -3.041 -3.787
C 1.513 -1.823 -3.139
H 7.412 1.649 0.403
H 7.049 0.738 -1.856
H 4.801 -0.006 -2.543
H 3.283 0.996 1.325
H 5.537 1.751 2.000
H 1.677 2.719 -0.947
H 1.642 4.641 -2.487
H 2.128 4.297 -4.893
H 2.576 2.011 -5.733
H 2.643 0.120 -4.184
H 4.097 -2.257 -1.021
H 4.131 -4.454 -2.137
H 2.503 -4.961 -3.922
H 0.819 -3.268 -4.549
H 0.734 -1.112 -3.377
F 0.480 -2.042 5.239
C -0.126 -0.836 5.124
C -0.216 -0.233 3.913
N -0.811 0.972 3.765
C -0.708 1.629 2.488
C 0.765 1.539 1.919
O 1.672 1.411 2.736
O 0.835 1.632 0.679
C -1.402 1.621 4.820
O -1.983 2.683 4.735
N -1.305 0.960 6.029
C -0.650 -0.234 6.321
O -0.592 -0.637 7.470
H 0.156 -0.710 3.014
H -1.011 2.670 2.612
H -1.342 1.145 1.749
H -1.741 1.437 6.811

The computed Löwdin charges, all in e, follow: Tl 0.9548; C -0.0415; C -0.2390; C -0.0306; C -0.1164; C -0.7685; Br 0.7536; N 0.0119; C -0.1113; H 0.0795; H 0.0464; H 0.0888; H 0.1109; H 0.0893; H 0.0932; O -0.2682; As 0.8116; O -0.4999; O -0.5687; C -0.2244; C -0.0914; C -0.0965; C -0.0896; C -0.0616; C -0.2476; S 0.4234; O -0.4528; O -0.3123; O -0.4294; H -0.0394; H 0.0930; H 0.0923; H 0.0934; H 0.1041; C -0.1168; C -0.1058; C -0.1022; C -0.3285; C -0.0603; C -0.0840; P 1.1181; C -0.3732; C -0.1283; C -0.0985; C -0.1096; C -0.1002; C -0.0983; C -0.3762; C -0.0923; C -0.1004; C -0.1105; C -0.0870; C -0.1386; H 0.0879; H 0.0902; H 0.1028; H 0.0762; H 0.0987; H 0.0752; H 0.0733; H 0.0886; H 0.0915; H 0.0924; H 0.1040; H 0.0918; H 0.0885; H 0.0993; H 0.0981; F 0.0589; C -0.1642; C 0.0579; N 0.0254; C -0.0504; C -0.6699; O 0.0067; O -0.2105; C -0.4654; O 0.0630; N 0.2049; C -0.4191; O 0.0467; H 0.1420; H 0.1254; H 0.0650; H 0.1607